# 1
C51H61AsCsN7O5SSe3Te as an isolated structure at a distorted geometry. Source: the OMol25 dataset; level of theory: ωB97M-V/def2-TZVPD.

The geometry in XYZ format:
```
131
C51H61AsCsN7O5SSe3Te ωB97M-V/def2-TZVPD
Cs -0.390 0.204 0.377
C -2.127 2.428 -3.900
C -2.025 1.507 -2.893
N -2.278 1.771 -1.620
C -2.670 2.993 -1.219
C -2.852 4.012 -2.251
C -2.473 3.725 -3.564
C -3.154 5.343 -1.844
C -3.343 5.609 -0.499
C -3.269 4.599 0.470
C -3.014 3.241 0.180
N -2.912 2.261 1.093
C -3.771 2.091 2.102
C -5.128 2.459 2.067
C -6.048 2.201 3.098
C -5.642 1.600 4.266
C -4.257 1.284 4.475
C -3.798 0.697 5.639
C -2.530 0.172 5.685
C -1.759 0.235 4.550
N -2.132 0.847 3.421
C -3.330 1.431 3.350
H -1.878 2.099 -4.932
H -1.723 0.477 -3.133
H -2.485 4.479 -4.343
H -3.252 6.145 -2.590
H -3.690 6.600 -0.111
H -3.532 4.829 1.507
H -5.448 3.061 1.213
H -7.070 2.563 2.952
H -6.356 1.306 5.046
H -4.448 0.606 6.506
H -2.210 -0.400 6.574
H -0.704 -0.159 4.547
Se 2.152 -1.838 4.727
Se 2.487 0.277 5.527
Te 4.404 1.565 4.301
Se 2.991 3.374 3.403
O 2.392 -0.932 1.762
H 3.094 -0.367 2.035
H 1.988 -1.201 2.651
O -4.772 -0.717 -2.752
H -5.297 0.107 -2.760
H -4.930 -1.115 -3.615
O 1.246 -2.622 -0.432
H 1.747 -2.304 0.338
H 1.476 -1.945 -1.138
O -2.304 -1.090 -1.595
H -3.215 -0.883 -1.845
H -1.951 -1.676 -2.301
C 6.462 2.577 -0.853
C 6.034 1.424 0.041
C 5.579 0.112 -0.548
N 4.508 0.336 -1.536
C 3.831 -0.629 -2.185
S 2.215 -0.475 -2.694
N 4.485 -1.800 -2.403
C 5.825 -2.064 -2.833
O 6.316 -3.139 -2.502
C 6.541 -0.970 -3.551
C 7.928 -0.889 -3.379
C 8.718 0.123 -3.971
C 8.074 1.105 -4.757
C 6.672 1.019 -4.946
C 5.937 -0.025 -4.402
H 6.596 3.504 -0.291
H 5.700 2.810 -1.577
H 7.438 2.422 -1.303
H 5.216 1.787 0.643
H 6.845 1.226 0.767
H 5.200 -0.520 0.303
H 6.388 -0.473 -0.976
H 3.963 1.153 -1.287
H 3.883 -2.589 -2.555
H 8.367 -1.671 -2.719
H 9.817 0.145 -3.824
H 8.653 1.869 -5.267
H 6.161 1.711 -5.624
H 4.871 -0.117 -4.652
C 3.465 5.820 -1.127
C 2.257 4.966 -1.501
C 2.191 4.804 -3.007
C 0.882 5.587 -1.062
N 2.417 3.650 -0.965
N 1.323 2.761 -1.178
H 3.511 6.764 -1.683
H 4.335 5.208 -1.392
H 3.455 6.099 -0.070
H 2.251 5.777 -3.533
H 1.247 4.305 -3.377
H 2.980 4.137 -3.381
H 0.848 6.638 -1.381
H 0.789 5.547 0.043
H 0.039 5.095 -1.518
H 2.554 3.722 0.038
H 1.646 1.970 -1.750
H 0.621 3.222 -1.755
C -3.510 -7.549 -1.843
C -2.299 -6.900 -2.107
C -1.817 -5.960 -1.189
C -2.587 -5.663 -0.035
C -3.725 -6.424 0.250
C -4.148 -7.384 -0.650
As -2.087 -3.993 0.906
C -1.450 -4.634 2.658
C -1.422 -5.981 3.054
C -0.889 -6.372 4.277
C -0.431 -5.387 5.178
C -0.533 -4.045 4.832
C -0.938 -3.666 3.541
C -3.941 -3.400 1.329
C -4.112 -2.671 2.507
C -5.342 -2.082 2.749
C -6.490 -2.367 1.991
C -6.296 -3.132 0.836
C -5.012 -3.557 0.444
H -4.012 -8.119 -2.638
H -1.711 -7.151 -2.975
H -0.890 -5.436 -1.370
H -4.215 -6.258 1.194
H -5.100 -7.848 -0.404
H -1.853 -6.724 2.379
H -0.754 -7.444 4.465
H -0.008 -5.668 6.133
H -0.231 -3.260 5.553
H -0.940 -2.606 3.251
H -3.283 -2.616 3.205
H -5.359 -1.388 3.600
H -7.445 -1.876 2.228
H -7.111 -3.348 0.125
H -4.906 -4.081 -0.516
```

Results
- Frontier orbital gap: 3.4210 eV
- E_tot: -350101.9589 eV
- HOMO: -0.72 eV
- Net charge: -2
- Lowest unoccupied orbital energy: 2.70 eV
- Max |F|: 2.47 eV Å⁻¹
- ΔE to the lowest compared entry with this formula, charge and spin: 0.000 eV
- Spin multiplicity: 1

---

# 2
An isolated molecule of C4H7NO2 at a distorted geometry. Source: the OMol25 dataset; level of theory: ωB97M-V/def2-TZVPD.

The geometry in XYZ format:
```
14
C4H7NO2 ωB97M-V/def2-TZVPD
O 1.233 1.191 0.897
C 0.229 1.057 -0.121
C 0.806 0.052 -1.125
O 0.911 -1.257 -0.533
C -0.117 -1.652 0.207
N -1.046 -0.818 0.594
C -1.039 0.574 0.447
H 0.722 1.350 1.704
H 0.069 2.016 -0.632
H 0.151 -0.018 -1.998
H 1.823 0.301 -1.430
H -0.085 -2.696 0.500
H -2.004 0.956 0.131
H -1.653 -1.056 1.361
```

Results
- Frontier orbital gap (alpha / beta): 7.4206 / 7.4197 eV
- E_tot: -9843.7943 eV
- HOMO (alpha / beta): -6.67 / -6.67 eV
- Lowest unoccupied orbital energy (alpha / beta): 0.75 / 0.75 eV
- Max |F|: 1.14 eV Å⁻¹
- ΔE to the lowest compared entry with this formula, charge and spin: 3.485 eV
- Spin multiplicity: 1

---

# 3
An isolated molecule of C6H10O. Source: the OMol25 dataset; level of theory: ωB97M-V/def2-TZVPD.

The geometry in XYZ format:
```
17
C6H10O ωB97M-V/def2-TZVPD
C 1.113 -1.735 0.922
C 0.530 -1.424 -0.402
C -0.847 -0.847 -0.327
C -0.739 0.690 -0.349
O -1.971 1.336 -0.475
C 0.486 1.318 -0.945
C 0.241 1.361 0.550
H 1.224 -2.831 0.893
H 2.150 -1.378 0.970
H 0.565 -1.456 1.838
H -1.424 -1.119 0.574
H -1.420 -1.133 -1.220
H -2.276 1.223 -1.385
H 0.372 2.268 -1.457
H 1.224 0.644 -1.374
H -0.053 2.325 0.951
H 0.826 0.758 1.237
```

Results
- Frontier orbital gap: 8.2967 eV
- E_tot: -8426.9408 eV
- HOMO: -8.23 eV
- Lowest unoccupied orbital energy: 0.07 eV
- Max |F|: 0.32 eV Å⁻¹
- ΔE to the lowest compared entry with this formula, charge and spin: 4.300 eV
- Spin multiplicity: 1

---

# 4
A 4-piece molecular cluster, C6H21NO4 overall at a distorted geometry. Source: the OMol25 dataset; level of theory: ωB97M-V/def2-TZVPD.

The geometry in XYZ format:
```
32
C6H21NO4 ωB97M-V/def2-TZVPD
C 0.823 -0.289 -2.492
N 0.904 -1.508 -1.716
C 0.344 -1.687 -0.383
C 0.875 -0.666 0.656
C 1.030 -1.253 2.038
O 2.159 -0.195 0.258
C -0.569 0.209 -2.978
C -1.302 0.931 -1.849
H 1.275 0.517 -1.917
H 1.490 -0.382 -3.350
H 0.731 -2.353 -2.239
H -0.742 -1.548 -0.414
H 0.692 -2.661 -0.082
H 0.202 0.195 0.634
H 0.164 -1.492 2.636
H 1.596 -2.180 1.923
H 1.673 -0.576 2.597
H 2.576 -0.777 -0.385
H -1.168 -0.528 -3.505
H -0.248 0.953 -3.710
H -0.745 1.799 -1.500
H -2.327 1.171 -2.130
H -1.346 0.263 -0.991
H -2.097 -0.847 1.336
H -1.925 -0.393 2.844
O -2.050 -1.137 2.245
H 0.750 2.787 0.984
H -0.335 3.669 0.513
O -0.138 3.069 1.220
H -0.776 2.267 2.738
H -0.396 1.056 3.682
O -1.118 1.586 3.338
```

Results
- Frontier orbital gap: 9.1132 eV
- SMILES: CCCNC[C@@H](C)O.O.O.O
- E_tot: -16242.1603 eV
- HOMO: -8.72 eV
- Lowest unoccupied orbital energy: 0.40 eV
- Max |F|: 1.73 eV Å⁻¹
- ΔE to the lowest compared entry with this formula, charge and spin: 1.087 eV
- Spin multiplicity: 1

---

> Which value of max |F| does entry 3 give?

0.32 eV Å⁻¹